Entry 1:
The following is a DFT calculation (wB97M-V/def2-TZVPD) of a structure of composition C45H35BrI2N7O3Rb.

**LUMO energy**: 3.34 eV
**E_HOMO**: -2.56 eV
**Orbital gap**: 5.8975 eV
**Relative energy (zero: lowest compared OMol25 entry of this formula, charge and spin)**: 13.59 kcal per mole

```
! RIJCOSX wB97M-V def2-TZVPD def2/J DEFGRID3
* xyz -2 1
I -1.0567 -5.9945 -7.6879
I -3.2003 -0.8615 -5.4378
Rb 0.0344 -0.6209 -0.9227
Br -2.1762 1.6207 -2.3518
O -1.3531 -4.1946 2.4746
O -1.4134 -2.8668 0.2836
O -0.8224 -1.4763 -3.4418
N 7.4812 4.2186 6.1896
N -2.9460 -1.1616 0.8539
N 1.7129 -2.4052 -2.8142
N -2.9218 -0.2402 -0.0924
N 1.6722 -0.6042 1.4092
N 1.2624 2.0951 0.1344
N 2.9629 -0.0606 -2.3347
C -6.0437 4.7667 2.5594
C -5.4953 -4.1447 2.6001
C 0.0033 -3.5433 -4.2657
C 2.5386 0.1490 2.1925
C 3.4458 2.9945 3.8760
C 3.0643 -0.6816 3.2489
C 3.8258 2.0819 2.8956
C -4.7510 -4.8919 3.5133
C 3.5862 1.0735 -2.0168
C -3.3765 -4.9089 3.4672
C 2.7682 3.6986 0.7860
C -3.6656 3.2678 -0.6531
C 1.1140 3.1838 -0.6050
C 2.5068 -1.9127 3.0845
C 1.6594 -1.8026 1.9284
C 6.1214 2.2786 3.6173
C -4.5000 3.7480 0.4573
C 2.5869 -1.9415 -3.8616
C -5.5140 2.9824 1.0349
C 4.5671 1.6544 -2.8040
C -3.2395 0.9659 0.2031
C -2.7608 -2.5685 0.4899
C -3.1648 2.0326 -0.7855
C 3.2950 -0.6610 -3.4750
C 6.7002 3.7581 5.4810
C 5.7257 3.1844 4.5984
C 4.2663 -0.1433 -4.3340
C -5.0573 5.5489 1.9749
C -2.6331 -4.1724 2.4975
C -4.7999 -3.4185 1.6444
C -3.4159 -3.4092 1.5716
C -1.0023 -4.4899 -6.2437
C 2.2782 2.3831 1.0232
C 4.3842 3.5420 4.7311
C 2.0276 4.2075 -0.2614
C -0.9026 -2.4203 -4.2848
C -4.2993 5.0461 0.9329
C -0.0525 -4.5271 -5.2257
C 4.9124 1.0276 -3.9927
C -6.2722 3.4862 2.0797
C 0.9954 -3.6361 -3.1246
C -1.8555 -2.4468 -5.3413
C 5.1694 1.7307 2.7752
C 2.8079 1.4850 1.9805
C -1.9097 -3.4453 -6.2960
H -2.6560 -3.4009 -7.0781
H 7.1643 2.0078 3.5188
H -6.6330 5.1528 3.3811
H -4.8738 6.5532 2.3357
H -3.3532 -0.9422 1.7559
H -3.2787 -2.7055 -0.4710
H -3.5284 1.2491 1.2185
H 5.6712 1.4487 -4.6417
H 2.0612 -1.7478 -4.8164
H 2.1188 5.1797 -0.7208
H 0.3607 3.2167 -1.3825
H -6.5770 -4.1391 2.6282
H -1.1352 -3.4434 1.0815
H -5.3544 -2.8367 0.9102
H 0.9668 -1.7154 -2.7406
H -7.0501 2.8725 2.5163
H -2.8011 -5.4885 4.1801
H 1.7195 -4.4329 -3.3351
H 3.7487 -0.3745 4.0246
H 1.0436 -2.5900 1.5133
H 3.3405 -2.7096 -4.0780
H -5.2592 -5.4739 4.2773
H 0.6581 -5.3462 -5.1757
H -3.4102 4.0063 -1.4025
H 2.6430 -2.7916 3.6944
H 2.4028 3.2677 3.9603
H 4.4968 -0.6648 -5.2547
H -5.7203 1.9947 0.6470
H 3.2760 1.5335 -1.0871
H 5.0302 2.5782 -2.4866
H 0.4615 -3.9259 -2.2128
H 5.4548 1.0208 2.0109
H 4.0873 4.2439 5.4986
H -3.5234 5.6536 0.4841
H 3.5734 4.1891 1.3110
*
```

Entry 2:
The following is a DFT calculation (wB97M-V/def2-TZVPD) of a structure of composition C45H37F9N9O4PSe2V.

**LUMO energy (alpha / beta)**: 3.77 / 3.77 eV
**E_HOMO (alpha / beta)**: -0.73 / -1.98 eV
**Expectation value of S²**: 3.776
**Orbital gap (alpha / beta)**: 4.4981 / 5.7439 eV
**Relative energy (zero: lowest compared OMol25 entry of this formula, charge and spin)**: 42.07 kcal per mole

```
! RIJCOSX wB97M-V def2-TZVPD def2/J DEFGRID3
* xyz -2 4
Se -1.3661 2.1446 -3.1524
Se -0.4324 2.6320 1.0169
V 0.4717 0.5198 0.1061
P -0.9707 -2.6306 -0.4432
F -6.3423 -4.7456 3.0875
F 3.8599 -6.8049 -2.1941
F -2.8578 -2.6821 -6.9579
F 2.6223 -8.3426 -1.3404
F 4.0362 -7.2868 -0.1119
F -4.7614 -2.3721 -6.0096
F -4.0116 -4.3636 -6.2842
F -5.7632 -2.9703 4.1357
F -4.8570 -4.8520 4.6331
O -1.9276 -1.0143 3.1112
O 3.9046 1.4639 1.9907
O -4.1016 3.3722 -1.9917
O -0.1205 5.6778 -0.1794
N 1.1723 -0.5809 -1.3963
N 4.4410 -1.2402 -2.1621
N 2.0042 0.4198 1.1914
N 3.0971 -0.9758 -2.1594
N 2.3645 -1.0175 -1.0562
N 2.4253 -0.5655 -3.2140
N -2.3434 -0.2171 -0.2640
N -0.2897 -0.5900 1.5442
N 1.9607 1.9049 -0.9353
C -2.2869 -3.3045 0.6319
C 3.7624 3.9882 -1.3478
C 0.5732 -2.2235 3.1992
C -3.0680 -4.1104 -3.7153
C -3.6298 -3.1128 -5.9405
C -4.5946 0.5118 -0.6518
C -4.8302 0.6158 0.7095
C -3.3422 0.1013 -1.0809
C -2.9642 -3.0444 -4.6056
C -2.2966 -1.8822 -4.2192
C -0.2094 -5.4159 -0.6437
C -3.8055 0.2836 1.5723
C -1.4624 5.6020 -0.5610
C 2.0881 -6.0915 -0.7911
C -2.0621 3.1849 -0.0074
C 3.7456 3.2980 -0.1557
C -2.5818 -0.1281 1.0450
C 1.2284 -0.3348 -2.7210
C 0.1706 -4.0831 -0.4290
C -2.5050 -4.0242 -2.4600
C -4.2092 -3.8557 2.5653
C -1.5470 -0.6153 2.0063
C 0.7149 -1.1766 2.2906
C -1.8049 -2.8818 -2.0678
C 2.0223 2.5350 -2.1017
C -1.7188 -1.8214 -2.9684
C 2.9144 3.5630 -2.3646
C -2.8892 -4.2395 2.7747
C -5.2609 -4.0971 3.5954
C 3.1191 -7.1160 -1.0959
C -1.9311 4.2348 -1.1068
C 2.0027 -0.6457 2.0608
C 2.9589 -2.3105 3.5029
C 2.4875 -4.7862 -0.4707
C 0.7286 -6.4033 -0.8342
C -3.3391 4.5009 -1.6980
C -0.9511 3.7968 -2.1817
C -1.9429 -3.9686 1.8086
C 1.6923 -2.7918 3.7842
C -4.5751 -3.2180 1.3831
C 1.5371 -3.8072 -0.2887
C 3.1184 -1.2294 2.6532
C -3.6212 -2.9487 0.4271
C 2.9679 1.3502 1.1892
C 2.8548 2.2419 0.0076
H -3.5973 -5.0066 -4.0048
H -3.2169 5.1195 -2.6053
H -2.1169 5.8749 0.2844
H -3.5416 2.8186 -2.5683
H -0.4092 -2.5871 3.4456
H -2.6075 -4.7330 3.6942
H -2.7833 3.5104 0.7487
H 1.8390 -2.8025 -0.0268
H 0.4185 -7.4223 -1.0216
H -2.2461 -1.0298 -4.8809
H 1.5710 -3.6195 4.4701
H -0.9126 -4.2586 1.9656
H -1.2333 -0.9153 -2.6430
H 3.5402 -4.5651 -0.3619
H 0.0270 3.6371 -1.7273
H -1.5899 6.3556 -1.3479
H -5.6032 -2.9236 1.2291
H 0.4251 0.0482 -3.3202
H -5.7934 0.9370 1.0824
H 0.0568 4.9152 0.4005
H 4.4270 4.8284 -1.4909
H 2.9355 4.0244 -3.3396
H -3.9081 0.3193 2.6471
H 3.8303 -2.7746 3.9447
H -5.3520 0.7625 -1.3769
H -2.6427 -4.8465 -1.7775
H -3.9038 -2.4384 -0.4831
H 1.3365 2.1996 -2.8703
H 4.0988 -0.8244 2.4543
H 4.6425 -2.1207 -2.6320
H -2.4228 2.2632 -0.4590
H -3.9216 5.0856 -0.9752
H 4.4041 3.5313 0.6656
H -0.8702 4.5736 -2.9449
H -1.2542 -5.6827 -0.6398
H 4.7417 -1.2790 -1.1926
H -3.1423 0.0279 -2.1393
*
```

Entry 3:
The following is a DFT calculation (wB97M-V/def2-TZVPD) of a structure of composition C45H37N3O2P2PdS.

**LUMO energy (alpha / beta)**: -10.17 / -14.41 eV
**E_HOMO (alpha / beta)**: -18.59 / -18.85 eV
**Expectation value of S²**: 6.045
**Orbital gap (alpha / beta)**: 8.4186 / 4.4488 eV

```
! RIJCOSX wB97M-V def2-TZVPD def2/J DEFGRID3
* xyz 4 5
Pd 0.0486 0.3994 -0.2020
S -1.9713 3.6151 -2.8966
P 0.0509 1.1700 2.1143
P -1.1357 -1.3738 -1.4137
O -1.5986 -1.2387 1.5076
O 4.0200 -2.2666 -2.4154
N 1.9225 0.8898 -1.1157
N 5.4519 -1.0590 -3.7000
N -1.0297 2.0084 -1.1973
C 1.8824 -4.7548 -1.8080
C -2.5699 3.6935 3.8912
C 0.9971 -2.8836 -0.6044
C 3.8003 2.3104 -1.3898
C -0.8647 -2.4252 4.8955
C 2.5731 -0.0934 -1.7406
C -4.6763 -3.1299 1.0568
C 1.7713 1.5227 2.4460
C 4.4695 -1.2013 -2.7986
C 1.9178 -3.9076 -0.7038
C 3.5021 2.8472 3.4602
C 4.0522 0.7425 2.3943
C -2.9841 3.1304 -1.6114
C 2.5183 2.0828 -0.9408
C -0.7189 2.6531 -2.2978
C -0.9478 2.5707 2.5205
C 4.4403 1.8888 3.0909
C -3.4858 0.0830 -4.3756
C 0.0412 -2.6980 -1.6155
C 0.9299 -4.5822 -2.8064
C 3.8618 0.0603 -2.2186
C -0.3647 -0.2250 3.2214
C -1.3710 -2.4345 3.6107
C -0.1384 -1.3309 5.3571
C 4.4892 1.2819 -2.0312
C -2.5779 0.1507 -5.4327
C 0.1256 -0.2426 4.5110
C -3.7096 -2.4035 1.7076
C -0.7314 3.7532 1.7907
C -1.7472 -0.8024 -2.9663
C -1.8902 2.5352 3.5573
C -4.5667 -3.3655 -0.3193
C -0.8252 -0.6964 -4.0264
C -1.2502 -0.2346 -5.2564
C -3.5042 -2.8152 -1.0669
C -3.0737 -0.3703 -3.1375
C -2.3346 4.8701 3.1845
C 2.7238 0.5588 2.0706
C 0.0051 -3.5543 -2.7224
C -2.5367 -2.0621 -0.4492
C -1.1535 -1.3171 2.7958
C -2.3270 2.2719 -0.7981
C 2.1652 2.6783 3.1342
C -2.6150 -1.9159 0.9618
C -1.4168 4.9010 2.1349
H -2.9058 0.5158 -6.3982
H 0.2053 -1.0020 -3.8903
H -1.2424 5.8237 1.5961
H 2.0902 -1.0548 -1.8484
H -1.0123 -3.2871 5.5338
H 1.9567 2.8510 -0.4245
H 3.8103 3.7236 4.0161
H 0.9089 -5.2500 -3.6577
H -1.8793 -3.3127 3.2356
H -3.2794 3.6850 4.7083
H -2.8736 5.7710 3.4510
H 1.0191 -2.2189 0.2568
H -3.7809 -0.4020 -2.3169
H 1.4385 3.4232 3.4306
H -2.7151 1.8353 0.1108
H 0.7234 0.5862 4.8727
H -3.9928 3.5068 -1.5166
H -0.0207 3.7696 0.9719
H -4.5164 0.3783 -4.5267
H -0.5552 -0.1811 -6.0839
H 5.7813 -0.1712 -4.0355
H -3.4567 -2.9943 -2.1341
H 0.2603 -1.3336 6.3642
H 4.7877 -0.0042 2.1232
H 2.6701 -4.0479 0.0606
H 2.6014 -5.5600 -1.8859
H 4.2621 3.2752 -1.2289
H -0.7354 -3.4283 -3.5020
H 2.4171 -0.3434 1.5513
H -2.0697 1.6266 4.1181
H 5.4811 2.0284 3.3555
H -5.5282 -3.5075 1.6080
H 5.8932 -1.8896 -4.0659
H 0.2427 2.5802 -2.7877
H -3.8145 -2.1699 2.7590
H -5.3265 -3.9484 -0.8259
H 5.5124 1.4423 -2.3508
*
```

Entry 4:
The following is a DFT calculation (wB97M-V/def2-TZVPD) of a structure of composition C45H38Cl5GeN2ReS.

**LUMO energy (alpha / beta)**: -3.91 / -3.75 eV
**E_HOMO (alpha / beta)**: -10.65 / -10.30 eV
**Expectation value of S²**: 0.880
**Orbital gap (alpha / beta)**: 6.7426 / 6.5553 eV
**Relative energy (zero: lowest compared OMol25 entry of this formula, charge and spin)**: 42.89 kcal per mole

```
! RIJCOSX wB97M-V def2-TZVPD def2/J DEFGRID3
* xyz 1 2
Re -0.5994 0.3196 0.1082
Ge -3.4240 2.5615 -0.1402
Cl 0.4990 -4.6693 1.3265
Cl -2.4212 -5.8443 1.2298
Cl -4.8271 -3.9143 0.8357
Cl 0.8663 -1.5304 0.7741
Cl -4.3652 -0.8755 0.4609
S -1.7551 -0.6452 -6.4988
N 1.8391 0.7798 -8.9006
N -0.3396 -0.3803 -2.1845
C 2.6639 1.0680 0.1754
C -0.3462 -0.0564 -7.4217
C -4.7650 1.7687 -1.3207
C -3.1840 6.7944 -0.3511
C 1.7181 -0.4915 -8.5191
C -1.6841 -1.3819 -3.8891
C -4.4006 0.8145 -2.2714
C -0.2043 0.4088 -4.4370
C -0.2447 1.2654 -7.8238
C 1.2229 1.4094 2.6060
C -2.8169 7.0155 -1.6708
C -3.3549 5.4959 0.1163
C -2.7954 4.6431 -2.0601
C 0.5508 0.4750 4.8671
C -4.8688 1.9664 2.3610
C -2.6235 5.9384 -2.5275
C 3.0819 0.4770 1.3568
C 0.6451 -0.9612 -7.7731
C 0.7922 2.0283 1.4145
C 0.8456 2.9452 4.5439
C 3.4027 0.8493 -1.1145
C 0.4258 1.6304 3.8762
C -7.0567 1.5922 -2.0656
C -1.1549 -0.5233 -4.8529
C -5.0719 2.0553 3.7324
C -0.8575 -3.6629 1.0391
C -4.1348 2.6903 4.5368
C 0.1551 0.4498 -3.1075
C -3.0157 -1.9218 0.6239
C 2.3785 0.6484 2.5511
C -1.2503 -1.2799 -2.5857
C -2.9940 3.2443 3.9700
C -2.7943 3.1585 2.5980
C -5.3529 0.2593 -3.1144
C 1.5046 1.8605 0.2147
C -1.7317 -1.4003 0.5709
C -6.1016 2.1538 -1.2262
C -3.2293 -3.2919 0.8275
C -2.1572 -4.1657 1.0159
C -0.7108 -2.3126 0.8179
C 0.8762 1.6332 -8.5585
C -3.1583 4.4081 -0.7323
C -1.7407 1.6354 -0.6592
C -6.6819 0.6508 -3.0140
C -3.7282 2.5172 1.7798
H 0.1981 3.1519 5.3978
H 0.5758 -2.0020 -7.4866
H 3.9763 -0.1363 1.3526
H -2.6910 8.0270 -2.0355
H -5.0568 -0.4850 -3.8453
H -8.0940 1.8893 -1.9793
H -2.6557 3.8053 -2.7380
H 0.2596 -0.4772 4.4184
H -0.6245 1.7183 3.5860
H -5.9732 1.6469 4.1723
H 0.7770 3.7872 3.8510
H 2.7962 0.2530 -1.8016
H -0.0955 0.6593 5.7259
H -3.3712 0.4758 -2.3232
H -3.3323 7.6336 0.3169
H 0.0141 2.7803 1.4696
H -2.3338 6.1108 -3.5569
H 3.6292 1.7972 -1.6061
H -2.4278 -2.1213 -4.1577
H -1.0156 1.9874 -7.5867
H -7.4290 0.2134 -3.6639
H 4.3366 0.3163 -0.9451
H -3.6509 5.3314 1.1463
H 1.0068 2.6567 -8.8932
H -5.6060 1.4761 1.7348
H 2.5115 -1.1620 -8.8300
H 1.5723 0.3814 5.2411
H -4.2986 2.7626 5.6044
H 0.8697 1.1876 -2.7619
H -1.9156 3.6163 2.1521
H 0.2328 1.1131 -5.1308
H -1.5774 1.9729 -1.6930
H -6.4011 2.8915 -0.4888
H 2.7529 0.1695 3.4467
H -2.2785 3.7668 4.5943
H 1.2629 2.4939 -0.6322
H 1.8745 2.8780 4.9056
H -1.6402 -1.9473 -1.8293
*
```

Entry 5:
The following is a DFT calculation (wB97M-V/def2-TZVPD) of a structure of composition C45H38FKN3O9P.

**LUMO energy**: 3.37 eV
**E_HOMO**: -2.50 eV
**Orbital gap**: 5.8655 eV

```
! RIJCOSX wB97M-V def2-TZVPD def2/J DEFGRID3
* xyz -2 1
K -0.4262 0.0668 0.8183
P -1.0321 -1.7723 -1.9563
F 6.4797 -1.3576 3.0871
O -0.4295 1.8990 2.3297
O 3.2832 -0.6914 -3.0687
O -1.5700 1.0567 -2.8337
O -2.8830 2.9030 -2.9110
O -6.5349 1.8034 0.4048
O -1.7933 -1.8118 0.8801
O -0.4130 3.3247 4.0794
O 1.8466 0.1674 2.1777
O -3.5328 -1.7478 2.3080
N 2.8237 1.7094 5.8235
N 1.4887 -0.1895 -1.7948
N -2.7707 0.3362 -0.4814
C 0.0091 -3.2381 -5.7370
C -4.9600 -2.9398 -1.9137
C 1.1207 -4.5921 0.0741
C -0.1103 -2.1294 -3.5738
C -2.7520 -2.1215 -2.4608
C 1.9381 -0.8019 -2.8021
C 0.5618 -5.8175 -0.2647
C 4.1392 1.3688 7.8750
C -3.2913 1.3030 -1.2169
C -3.2747 -1.5177 -3.6019
C -4.5467 1.8414 -0.9638
C -4.7527 0.3031 0.8603
C 5.5683 -0.5950 3.7446
C -3.4868 -0.1649 0.5353
C 0.5845 -3.4187 -0.4364
C -4.6227 -1.6417 -3.9054
C 4.3527 -0.3453 3.1823
C 2.1174 0.7346 3.2334
C -1.0485 -4.6689 -1.6420
C 1.7419 2.0341 8.0246
C 1.1952 -1.6477 -3.7915
C 5.9277 -0.0802 4.9866
C 3.4529 2.8607 -0.6567
C 1.2993 1.7128 3.9281
C -0.5285 -5.8478 -1.1245
C 1.8788 -1.9651 -4.9682
C -3.6094 -2.8199 -1.6130
C -0.6634 -2.9314 -4.5672
C 5.0380 0.6990 5.6870
C 2.3622 2.0828 -1.3934
C -2.4751 1.8196 -2.4334
C 2.6037 0.5809 -1.2145
C 0.9860 2.5002 -0.8857
C 3.7604 0.9409 5.1415
C -5.4706 -2.3571 -3.0665
C -5.2792 1.3280 0.0926
C 3.0256 2.1664 7.2159
C 1.7049 2.1133 5.1560
C 5.3817 1.3268 7.0057
C 1.2903 -2.7473 -5.9473
C 3.4308 0.4408 3.8828
C 0.0090 2.3767 3.3936
C 3.8311 0.0613 -1.9699
C -0.5058 -3.4342 -1.3071
C -2.8835 -1.3566 1.3283
H -1.8934 -4.7191 -2.3199
H 3.3243 3.2217 7.1884
H 3.3531 3.9326 -0.8380
H 2.4228 2.2951 -2.4692
H 4.4461 0.8606 -2.3838
H 3.7829 0.3484 8.0519
H -0.9796 -6.7945 -1.3989
H 1.8280 -2.9709 -6.8604
H -5.0134 -1.1527 -4.7898
H 5.7407 2.3497 6.8428
H -0.4710 -3.8634 -6.4808
H -6.7122 2.5355 -0.1948
H 1.0687 2.8380 5.6459
H 3.3585 2.7000 0.4218
H 6.9138 -0.2859 5.3859
H 0.9626 -6.7363 0.1465
H 0.9690 2.7319 7.7135
H -5.6101 -3.4729 -1.2306
H -3.2235 -3.2417 -0.6910
H 4.0708 -0.7331 2.2124
H 2.8788 -1.5818 -5.1038
H 0.8826 3.5860 -0.9364
H 4.4598 -0.6072 -1.3785
H 4.3461 1.8180 8.8483
H 6.1925 0.7765 7.4860
H 0.8737 2.2167 0.1660
H -2.6261 -0.9151 -4.2269
H 1.0167 -2.4696 -0.1414
H -1.6624 -3.3300 -4.4182
H -4.8956 2.6461 -1.6001
H -5.2878 -0.1408 1.6871
H 1.9627 -4.5439 0.7540
H 0.1814 2.0481 -1.4699
H 1.9588 2.2227 9.0783
H 4.4633 2.5633 -0.9531
H 1.3435 1.0228 7.9264
H 2.6640 0.3728 -0.1421
H -6.5266 -2.4384 -3.2967
*
```

| no. | largest force on an atom (eV/Å) |
| --- | --- |
| 1 | 0.60 |
| 2 | 4.18 |
| 3 | 0.97 |
| 4 | 3.61 |
| 5 | 1.31 |